(1)
Density functional theory data (the ωB97M-V functional and the def2-TZVPD basis) for one molecule with the formula C5H11N in a non-equilibrium geometry.

2S+1: 1
Energy above the lowest of the compared OMol25 structures with the same formula, charge and spin (eV): 2.357
SMILES: C=CCCCN
E_tot (eV): -6851.172

Each line ends with the Löwdin charge.
Positions of all 17 atoms, in Å:
1 C 1.498473 -0.133179 -0.898705  -0.35
2 C 0.279789 0.305744 -0.021853  -0.24
3 C -1.120615 0.007061 -0.666299  -0.24
4 C -2.060559 -0.427111 1.725715  -0.05
5 C -2.149110 0.200474 0.466660  -0.19
6 N 2.762372 0.276015 -0.399265  -0.03
7 H 1.226707 0.365816 -1.928295  0.13
8 H 1.375165 -1.289924 -1.116461  0.13
9 H 0.363922 -0.271995 0.893271  0.07
10 H 0.282406 1.436604 0.029663  0.13
11 H -0.972884 -1.021857 -1.136052  0.12
12 H -1.186848 0.744181 -1.485624  0.10
13 H -2.604062 -0.019579 2.637411  0.06
14 H -1.218217 -1.206418 1.952921  0.08
15 H -3.051271 1.051141 0.419575  0.14
16 H 3.013099 -0.067756 0.523271  0.07
17 H 3.561634 0.050783 -0.995932  0.07

Force components x, y, z for each atom (eV/Å):
-2.9 -1.0 -2.5
0.6 0.6 -1.2
1.4 -0.6 0.3
1.1 1.1 -1.7
-1.9 0.2 2.9
1.3 0.4 0.1
1.2 -0.8 1.6
0.3 1.8 0.5
-0.1 0.7 0.5
0.5 -1.3 0.9
-1.0 1.0 0.7
-0.6 -0.5 0.3
0.4 -0.9 -1.5
-1.8 1.5 -0.5
2.7 -2.3 -0.3
-0.5 0.0 -0.1
-0.6 0.1 0.0

(2)
Density functional theory data (the ωB97M-V functional and the def2-TZVPD basis) for a 3-piece molecular cluster, C3H8NO2 overall in a non-equilibrium geometry.

2S+1: 1
Energy above the lowest of the compared OMol25 structures with the same formula, charge and spin (eV): 5.016
Total charge: +1
E_tot (eV): -8814.936

Each line ends with the Löwdin charge.
Positions of all 14 atoms, in Å:
1 C -0.349766 0.465438 0.351173  0.10
2 C 0.329818 0.216113 -0.819785  0.05
3 C -0.877992 2.020893 -1.220231  -0.32
4 O -0.213861 2.407026 -2.216445  0.22
5 O -1.798849 2.424566 -0.632686  0.26
6 N 1.069161 -2.894301 2.533561  -0.01
7 H -1.350071 0.051347 0.497806  0.12
8 H -0.209565 1.336292 0.983972  0.11
9 H 1.286491 0.613675 -1.170782  0.11
10 H -0.203441 -0.396951 -1.556494  0.11
11 H -0.589862 2.984456 -2.941381  0.23
12 H 0.352692 -2.462159 1.939197  -0.02
13 H 1.802362 -2.884866 1.821918  0.00
14 H 0.752883 -3.881529 2.430175  0.03

Force components x, y, z for each atom (eV/Å):
-0.7 1.3 -1.1
-1.0 0.6 -0.7
-1.9 1.5 0.7
1.7 -0.7 -1.5
0.4 -0.9 -0.1
-0.7 -0.9 -1.7
0.4 -0.3 -0.1
1.1 -0.6 0.6
-0.2 0.0 0.7
0.6 -0.4 0.4
-0.2 -0.5 1.2
-0.3 0.3 0.6
0.7 0.0 0.4
0.3 0.6 0.6